Entry 1:
Formula: C32H27IrN5O4PS2
Source: OMol25
Level of theory: ωB97M-V with the def2-TZVPD basis set

Element x y z (Å)
Ir 0.376 -0.341 0.878
C 1.583 1.826 3.672
C 0.903 0.519 3.920
N 0.420 -0.323 3.015
C -0.149 -1.444 3.604
C -0.094 -1.453 4.951
S 0.678 -0.041 5.507
C -0.828 -2.361 2.706
C -1.532 -3.475 2.986
S -2.415 -3.951 1.608
C -1.788 -2.666 0.701
N -0.929 -1.934 1.391
C -2.289 -2.374 -0.667
H 1.525 2.098 2.627
H 2.629 1.777 3.976
H 1.108 2.610 4.262
H -0.465 -2.203 5.632
H -1.627 -3.994 3.927
H -3.182 -2.958 -0.880
H -1.541 -2.623 -1.410
H -2.530 -1.314 -0.745
N 2.375 -0.183 -1.407
P 0.754 -0.666 -1.388
C 0.855 -2.410 -1.859
C 1.721 -3.229 -1.130
C 1.817 -4.579 -1.425
C 1.045 -5.124 -2.444
C 0.180 -4.318 -3.171
C 0.080 -2.965 -2.879
C 0.054 0.187 -2.795
C -1.013 1.078 -2.684
C -1.490 1.724 -3.816
C -0.908 1.483 -5.051
C 0.154 0.592 -5.166
C 0.636 -0.061 -4.046
C 3.103 -0.103 -0.262
C 4.440 0.306 -0.273
C 5.156 0.287 0.894
C 4.541 -0.158 2.066
C 3.223 -0.508 2.017
N 2.481 -0.461 0.876
H 2.796 0.151 -2.260
H 2.327 -2.813 -0.334
H 2.494 -5.209 -0.862
H 1.123 -6.178 -2.676
H -0.411 -4.740 -3.973
H -0.588 -2.341 -3.460
H -1.478 1.253 -1.728
H -2.319 2.415 -3.733
H -1.283 1.987 -5.932
H 0.599 0.398 -6.133
H 1.450 -0.770 -4.148
H 4.890 0.616 -1.207
H 6.192 0.597 0.900
H 5.085 -0.229 2.998
H 2.714 -0.870 2.890
O 0.358 1.784 0.954
C -0.886 1.782 0.674
O -1.389 0.640 0.392
C -1.696 3.000 0.693
C -1.089 4.257 0.698
C -1.873 5.397 0.733
C -3.258 5.289 0.777
C -3.830 4.031 0.779
C -3.081 2.878 0.731
N -5.308 3.909 0.843
O -5.949 4.934 0.802
O -5.765 2.785 0.929
H -0.010 4.330 0.668
H -1.411 6.375 0.728
H -3.894 6.162 0.811
H -3.567 1.913 0.733

- multiplicity = 1
- energy relative to the best compared isomer or geometry (same formula, charge and spin) (eV) = 0.386
- largest force on an atom (eV/Å) = 1.80
- total charge = +2
- gap between HOMO and LUMO (eV) = 8.4

Atomic partial charges in e from the Mulliken method, atoms 1 to 2: number 1, Ir, carries 3.02; number 2, C, carries -1.30

***

Entry 2:
Formula: C3H10N2O2
Source: OMol25
Level of theory: ωB97M-V with the def2-TZVPD basis set

Element x y z (Å)
N 0.616 0.110 1.333
C 0.774 -0.374 -0.117
C 1.201 0.738 -1.209
C -0.483 -1.163 -0.528
N -0.676 -2.273 0.350
O -1.132 -1.051 -1.563
H 0.684 -0.742 2.094
H 0.774 0.997 1.619
H 1.531 -1.107 0.166
H 0.214 0.859 -1.780
H 1.965 0.387 -2.077
H 1.702 1.603 -0.816
H -1.388 -2.880 -0.102
H -0.662 -2.128 1.333
H -0.988 2.359 0.220
H -2.252 1.983 0.867
O -1.882 2.681 0.210

- multiplicity = 1
- energy relative to the best compared isomer or geometry (same formula, charge and spin) (eV) = 2.687
- largest force on an atom (eV/Å) = 6.23
- gap between HOMO and LUMO (eV) = 9.8

Atomic partial charges in e from the Mulliken method, atoms 1 to 2: number 1, N, carries -0.56; number 2, C, carries 0.20